# 1
ORCA calculation (wB97M-V/def2-TZVPD) on C18H35BBr6CaCl5F7GaMgNO8 as an isolated structure.

```
84
Properties=species:S:1:pos:R:3:forces:R:3
O -5.0810 -0.7594 -6.1641 -0.24 -0.65 -0.07
B -3.7260 -0.9981 -6.0550 -0.08 0.70 0.92
O -3.1334 -1.7691 -7.0011 -0.13 -0.12 -0.37
C -2.9314 -0.3818 -4.8445 0.39 -0.84 -0.55
Ga -1.5597 1.0099 -5.3320 -2.18 0.69 1.42
C -2.1712 2.5473 -6.5465 0.30 -0.98 0.41
F -2.0093 2.2329 -7.8478 -0.01 -0.02 -0.76
F -1.3789 3.6160 -6.2854 0.41 0.58 0.08
C -3.6126 3.0349 -6.3949 1.14 1.29 0.16
F -4.4770 2.1845 -6.8551 -1.11 -1.97 -0.21
F -3.7421 4.1285 -7.1593 0.07 1.08 -0.47
C -4.0154 3.4919 -4.9838 -1.07 -0.14 -1.15
F -5.2616 3.9016 -5.0524 -1.50 0.27 -0.13
F -3.3196 4.5023 -4.5746 1.59 1.23 0.73
F -3.9781 2.5269 -4.0956 0.55 -1.23 0.93
H -5.4995 -0.7777 -5.2977 -0.10 0.43 -0.16
H -3.8582 -2.1225 -7.5386 0.35 -0.05 -0.24
H -3.6369 -0.0558 -4.0837 0.07 0.52 0.08
H -2.3854 -1.2090 -4.3820 0.20 0.00 0.05
H -0.2839 0.2635 -6.1452 0.43 -0.08 -0.45
H -0.8782 1.6371 -4.0262 0.30 -0.04 -0.18
C 1.5634 -2.6773 -5.3235 0.57 -1.19 -0.25
Br 1.4501 -3.7240 -3.7116 -0.13 0.37 -0.14
Br 1.1221 -3.6846 -6.8903 -0.03 0.21 0.25
Br 0.4334 -1.0451 -5.1639 0.28 -0.23 0.18
H 2.5880 -2.3439 -5.4262 -0.07 0.17 0.01
C -0.8278 -0.2028 2.9274 -0.12 0.08 0.15
O -1.3556 0.9651 2.2896 0.15 -0.02 0.43
C -0.5930 2.1276 2.4296 -0.26 0.07 -0.27
C 0.0717 2.4123 1.0879 -0.14 0.00 0.38
N 1.1105 1.4112 0.7860 -0.83 -0.68 -0.20
C 1.5786 1.4187 -0.6198 0.21 -0.19 -0.05
C 0.5464 1.1703 -1.7164 -0.27 -0.14 -0.32
O 0.0664 -0.1413 -1.7346 0.19 0.13 0.14
C -0.9717 -0.4485 -0.8083 0.01 -0.16 0.03
H -1.6050 -0.9641 2.9124 0.14 0.08 -0.12
H 0.0330 -0.6033 2.3835 0.00 -0.18 0.09
H -0.5521 0.0013 3.9676 0.03 0.12 -0.06
H 0.1372 2.0636 3.2550 -0.02 -0.12 0.03
H -1.2700 2.9547 2.6615 0.12 0.04 0.03
H 0.5313 3.4205 1.1071 0.00 0.16 -0.19
H -0.7097 2.4111 0.3295 0.11 0.21 -0.10
H 0.7460 0.4820 0.9912 -0.10 0.03 0.05
H 2.3429 0.6387 -0.7009 -0.02 -0.01 -0.06
H 2.0873 2.3830 -0.8155 -0.18 0.08 -0.12
H 1.0616 1.3113 -2.6641 0.01 0.13 -0.03
H -0.2696 1.8995 -1.7112 -0.02 0.04 0.14
H -1.6454 0.3982 -0.6514 0.04 0.05 -0.03
H -0.5568 -0.7934 0.1453 -0.14 -0.03 0.01
H -1.5489 -1.2735 -1.2185 0.05 -0.01 -0.03
C 4.9248 1.8973 -3.0039 -0.44 0.01 -0.74
Br 5.0594 2.1992 -1.0773 0.34 0.12 0.55
Br 3.6615 0.5038 -3.4103 0.17 0.08 0.08
Br 4.5440 3.5190 -3.9478 -0.01 -0.15 0.22
H 5.9027 1.5572 -3.3198 0.07 -0.02 0.27
O 0.6208 -4.0946 1.5285 1.47 0.13 0.26
C 0.8414 -3.9918 2.7164 0.22 -0.90 -0.74
O 1.2231 -2.8386 3.3059 0.33 0.14 -0.03
C 1.5125 -3.0792 4.6981 0.01 0.07 0.20
C 0.7645 -4.3525 5.0465 -0.06 -0.19 0.11
C 0.7926 -5.1119 3.7254 -0.16 0.29 0.43
H 2.5946 -3.1822 4.8123 -0.01 -0.01 0.00
H 1.1620 -2.2316 5.2872 0.18 -0.06 -0.41
H 1.2020 -4.8933 5.8834 0.08 0.04 -0.03
H -0.2692 -4.1147 5.3016 0.00 0.03 -0.01
H 1.6914 -5.7223 3.6181 -0.04 -0.04 -0.08
H -0.0969 -5.7186 3.5838 0.10 -0.08 -0.26
Ca 2.8392 2.4157 1.5997 1.17 0.31 0.18
C -1.0197 -2.1248 8.3437 0.12 -0.11 -0.17
Cl -2.6717 -1.8339 7.7963 0.07 0.04 0.01
Cl -0.7982 -1.4431 9.9710 0.12 -0.62 0.25
Cl -0.6940 -3.8482 8.3757 -0.02 0.16 0.06
Cl 0.1362 -1.3038 7.2645 -0.30 0.05 0.23
C 6.5614 1.4971 4.3199 0.09 0.15 0.07
O 5.4384 2.3967 4.3227 -0.33 0.01 -0.43
H 6.2788 0.6002 3.7746 -0.07 0.01 0.02
H 7.4171 1.9612 3.8293 0.04 -0.08 0.01
H 6.8261 1.2258 5.3410 0.03 -0.06 -0.03
H 5.7046 3.1840 4.8105 -0.09 -0.04 0.00
Cl -1.4916 -3.2389 2.1601 -1.89 0.41 0.10
Mg -1.6868 1.1765 9.7055 -0.22 0.59 -0.09
O -2.4017 1.1543 5.5353 0.16 -0.16 -0.10
H -2.4347 0.3032 5.9892 -0.03 0.08 0.03
H -2.7597 0.9620 4.6607 -0.12 0.08 0.02
```
Positions in Å, forces in eV/Å.

Summary:
Frontier orbital gap   0.042 Eh
Charge   +2

# 2
ORCA calculation (wB97M-V/def2-TZVPD) on an isolated ion of composition C4H15N4 and charge +1.

```
23
Properties=species:S:1:pos:R:3:forces:R:3
C 2.9683 0.9912 0.2774 -1.42 -1.03 0.84
C 2.0421 -0.1342 -0.1526 -0.87 -0.12 2.50
N 0.5984 0.4102 -0.3553 1.38 -3.02 0.48
C -0.3737 -0.6587 -0.7298 -1.45 0.90 2.01
C -1.7273 -0.3627 0.0429 0.99 1.32 1.57
N -1.2228 -0.2570 1.4841 1.56 -3.55 -4.13
N -2.1957 1.0070 -0.2913 2.36 -1.40 0.02
N -2.6856 -1.3503 -0.2993 1.97 -0.01 -0.64
H 2.4636 1.4473 1.1163 0.21 0.46 0.46
H 3.8920 0.5812 0.6206 0.66 -0.24 0.17
H 3.1420 1.7124 -0.4590 0.30 1.07 -1.25
H 2.0135 -0.9005 0.7529 -0.21 1.24 -2.39
H 2.2667 -0.5074 -1.1224 0.42 -0.96 -0.47
H 0.1983 0.7926 0.4636 -0.39 0.36 2.18
H 0.6994 1.1598 -0.9398 -0.02 2.27 -2.58
H 0.0634 -1.5374 -0.2885 -0.13 -0.69 -0.43
H -0.6727 -0.7046 -1.7307 0.50 -0.20 -1.79
H -1.6565 0.4425 1.9305 -2.21 2.46 2.59
H -1.1716 -1.2024 1.8504 -0.33 0.64 0.82
H -1.7959 1.1297 -1.2075 -0.79 0.79 -0.52
H -3.1833 1.1019 -0.3043 -0.87 0.01 -0.16
H -3.6183 -1.1318 -0.1176 -1.54 0.29 0.50
H -2.4244 -2.2808 -0.0542 -0.13 -0.59 0.20
```
Positions in Å, forces in eV/Å.

Summary:
Energy relative to the best compared isomer or geometry (same formula, charge and spin)   195.4 kJ/mol
SMILES string   CC[NH2+]CC(N)(N)N
Frontier orbital gap   0.389 Eh
Charge   +1

# 3
ORCA calculation (wB97M-V/def2-TZVPD) on a 2-piece molecular cluster, C11H11BrN2 overall.

```
25
Properties=species:S:1:pos:R:3:forces:R:3
C 2.5816 -0.0242 0.1155 0.11 1.37 1.54
C -1.2298 -0.8670 -0.8330 -1.64 -1.57 -2.58
C -2.2292 -0.0361 -0.3534 -0.84 -0.05 1.30
C 0.1188 -0.6086 -0.6331 -0.43 0.44 2.04
C 0.2981 0.3057 0.4709 2.80 0.40 -1.38
C -1.8882 0.9606 0.6480 1.08 -0.34 -1.31
C 1.6714 0.5542 0.9549 1.14 -1.84 0.56
C 2.3481 -0.7941 -0.8283 -0.85 -1.72 -2.99
C -2.8238 1.8851 1.3393 -2.72 -0.09 -0.96
C 1.9159 1.0981 2.3387 -4.27 0.31 -1.53
C 0.8925 -2.2065 -2.3024 1.25 -2.51 -0.10
N -0.6149 1.0784 1.0161 -1.76 -0.20 0.21
N 1.1615 -1.3036 -1.2497 0.77 2.03 1.75
Br 4.0514 -0.8077 -3.1076 -0.93 -0.09 1.05
H -1.5317 -1.7496 -1.5315 0.51 1.83 1.27
H -3.3115 -0.2791 -0.6174 1.65 0.55 0.44
H -3.1067 2.8495 0.8125 0.93 -1.03 0.25
H -3.8321 1.3297 1.2719 1.24 0.91 1.01
H -2.4508 2.1460 2.3420 -0.46 -0.38 -0.39
H 2.8429 1.0920 2.7819 2.22 -0.18 0.39
H 1.1397 0.6298 2.9819 0.65 0.07 -0.14
H 1.4831 2.0969 2.2282 0.42 0.41 0.49
H 0.3404 -3.1199 -2.0098 0.47 0.43 0.31
H 0.3370 -1.7619 -3.0477 -1.36 1.32 -1.55
H 1.8363 -2.4677 -2.7878 0.01 -0.07 0.32
```
Positions in Å, forces in eV/Å.

Summary:
Energy relative to the best compared isomer or geometry (same formula, charge and spin)   134.5 kJ/mol
Frontier orbital gap (spin up / spin down)   0.243 / 0.243 Eh

# 4
ORCA calculation (wB97M-V/def2-TZVPD) on a 4-piece molecular cluster, C2H13N2O3 overall.

```
20
Properties=species:S:1:pos:R:3:forces:R:3
C -1.2862 -0.5179 0.1019 0.26 -0.39 0.47
C -1.6193 -0.2515 -1.1643 -0.13 -0.43 0.38
N -2.8683 -0.3298 -1.6709 -0.05 0.33 -0.75
N 0.1576 -0.5817 0.4767 -1.29 0.89 -0.83
H -1.9411 -0.8050 0.9058 -0.17 0.10 -0.06
H -0.8438 -0.0201 -1.8864 -0.01 0.15 0.00
H -3.0498 0.0451 -2.5864 0.04 -0.08 0.10
H -3.6770 -0.6260 -1.1603 0.06 0.00 0.35
H 0.6282 -1.1753 -0.2020 0.60 -0.02 0.55
H 0.2987 -0.8366 1.4522 -0.03 -0.38 0.00
H 0.5372 0.3588 0.4041 0.53 -0.05 -0.18
H 0.0088 1.3316 2.9971 0.03 -0.06 -0.01
H -0.9066 0.7353 4.0225 -0.08 -0.32 -0.04
O -0.4545 0.5091 3.1997 0.15 0.34 -0.08
H 3.4329 -0.8612 1.0408 0.26 0.16 -0.02
H 3.2741 0.4148 0.1584 0.25 -0.01 0.19
O 2.7980 -0.3023 0.5847 -0.31 -0.14 -0.03
H 1.6227 1.1537 -2.8430 -0.18 0.28 0.04
H 2.7693 0.6497 -2.0429 0.01 0.00 0.15
O 1.9258 1.1053 -1.9285 0.07 -0.38 -0.22
```
Positions in Å, forces in eV/Å.

Summary:
Energy relative to the best compared isomer or geometry (same formula, charge and spin)   109.6 kJ/mol
Frontier orbital gap   0.349 Eh
Charge   +1

# 5
ORCA calculation (wB97M-V/def2-TZVPD) on C14H11N3O4PbSbSe4 as an isolated structure.

```
38
Properties=species:S:1:pos:R:3:forces:R:3
Pb -0.3399 -0.5255 -0.2926 -0.53 -0.41 -0.12
O -2.3606 1.5601 3.4156 -0.18 0.18 -0.51
C -1.5059 1.0323 2.5111 0.66 -1.35 1.19
O -1.2038 -0.1511 2.5690 -0.46 1.06 -0.60
C -0.7434 2.0720 1.7759 0.31 0.74 -0.62
C -0.8551 3.4004 2.1680 -0.24 -0.47 0.10
C -0.0394 4.3433 1.5786 0.33 0.16 -0.11
C 0.8987 3.9314 0.6559 -0.23 0.20 0.10
C 0.9495 2.5873 0.3074 -0.17 -0.09 0.05
N 0.1297 1.6803 0.8250 0.00 0.24 0.66
C 2.0634 2.1539 -0.6201 0.10 0.10 -0.37
O 2.1815 2.8344 -1.7420 0.80 -0.14 0.46
O 2.8631 1.3257 -0.2634 -0.07 -0.18 0.10
H -2.7591 0.8116 3.8755 0.01 -0.14 0.02
H -1.5773 3.6658 2.9243 0.00 0.03 -0.03
H -0.1264 5.3881 1.8438 0.00 0.01 0.00
H 1.5649 4.6329 0.1767 0.01 -0.02 -0.02
H 1.3865 3.4018 -1.9391 -0.43 0.07 -0.18
Se -0.4186 4.3903 -2.4810 -0.14 0.27 0.02
Sb -1.3924 2.3739 -3.4700 -0.15 -0.60 0.50
Se 0.2199 0.4623 -2.6647 -0.45 0.38 -0.64
Se -2.9130 0.4885 -0.1561 0.04 -0.37 0.53
Se -3.5501 1.7732 -1.9634 0.44 0.32 -0.76
N 2.9557 -2.6713 2.6672 0.03 -0.07 0.01
C 2.0833 -2.3275 1.6724 0.02 0.09 0.02
N 1.6259 -1.1221 1.7857 0.07 0.12 0.01
C 2.2168 -0.6037 2.9237 0.30 -0.38 0.23
C 2.0887 0.6409 3.5347 0.02 0.04 -0.03
C 2.8049 0.8689 4.6937 -0.10 0.08 0.03
C 3.6346 -0.1101 5.2552 0.08 -0.06 -0.03
C 3.7841 -1.3486 4.6611 0.02 -0.08 0.05
C 3.0617 -1.5755 3.4968 -0.14 0.27 -0.05
H 3.4392 -3.5447 2.7598 0.00 -0.03 -0.01
H 1.8164 -3.0135 0.8820 0.02 -0.01 0.00
H 1.4543 1.4044 3.1069 0.02 -0.02 -0.01
H 2.7174 1.8271 5.1898 0.01 0.01 -0.02
H 4.1744 0.1107 6.1672 0.00 0.00 0.00
H 4.4259 -2.1103 5.0867 0.01 0.03 0.02
```
Positions in Å, forces in eV/Å.

Summary:
Energy relative to the best compared isomer or geometry (same formula, charge and spin)   56.0 kJ/mol
Frontier orbital gap   0.214 Eh
Charge   -1

# 6
ORCA calculation (wB97M-V/def2-TZVPD) on one molecule with the formula C5H11ClSSi.

```
19
Properties=species:S:1:pos:R:3:forces:R:3
C 0.0813 -0.1181 2.0144 3.60 -0.03 -1.04
Si 1.1245 -0.1714 0.2850 -4.64 0.95 0.77
C 2.2754 -1.6189 0.0088 2.18 1.00 0.15
Cl 2.0785 1.6821 -0.0072 0.14 -0.69 0.24
C -0.3650 -0.0773 -1.0911 3.61 0.88 0.40
C -1.3050 1.1387 -1.2940 0.34 -0.13 -1.44
C -2.6477 1.0166 -0.6157 2.50 -0.43 2.18
S -2.6706 0.1570 0.7728 -1.77 0.19 -1.35
H 0.4068 0.6862 2.6418 1.62 0.16 0.79
H 0.1520 -1.0754 2.4709 0.91 -0.90 0.83
H -0.8938 0.0734 2.2407 -2.97 0.46 -1.21
H 3.3019 -1.1910 0.4073 -1.72 -1.04 -1.09
H 2.2255 -2.6665 0.2899 -0.71 0.21 1.14
H 2.3136 -1.8053 -1.0676 0.44 0.80 -0.30
H -0.8091 -1.0241 -0.8997 -0.88 -0.72 -0.34
H 0.3925 -0.1545 -1.9179 -1.22 -0.06 -0.10
H -0.8245 2.1168 -0.9832 -0.52 -0.98 -0.05
H -1.4668 1.2786 -2.4002 0.09 -0.10 0.84
H -3.3695 1.7529 -0.8550 -0.99 0.43 -0.42
```
Positions in Å, forces in eV/Å.

Summary:
Energy relative to the best compared isomer or geometry (same formula, charge and spin)   164.1 kJ/mol
SMILES string   C[Si](C)(Cl)CCC=S
Frontier orbital gap   0.301 Eh

# 7
ORCA calculation (wB97M-V/def2-TZVPD) on C30H34BrCaN6O3P as an isolated structure.

```
76
Properties=species:S:1:pos:R:3:forces:R:3
Ca 0.2384 0.7609 0.6612 0.50 1.88 -0.12
Br 4.3748 -4.2756 -5.8336 -0.68 -0.66 0.42
C 2.6272 -4.9740 -5.3945 -1.45 0.33 -0.51
C 1.5789 -4.6634 -6.2946 1.08 0.34 0.27
C 0.2689 -4.8256 -5.9022 -0.49 0.50 -0.02
C -0.0229 -5.1716 -4.5760 -0.30 -1.24 0.03
C 0.9678 -5.7773 -3.7874 0.27 0.32 0.03
C 2.2830 -5.6138 -4.1931 1.59 -0.02 -0.22
N -1.1996 -4.6741 -4.0447 -0.74 1.20 1.07
N -1.4201 -4.9037 -2.7922 0.85 0.50 0.41
C -1.6112 -3.8241 -1.9043 0.03 -0.13 0.02
C -1.5896 -4.1753 -0.5152 0.07 -0.76 -1.40
C -1.2556 -3.3392 0.5222 0.07 1.22 -0.32
C -0.8607 -1.9963 0.2348 0.01 -0.12 1.51
O -0.3735 -1.1855 1.1484 -0.93 -2.00 -0.81
C -1.0466 -1.5254 -1.1241 -0.22 -0.92 -1.32
N -0.7878 -0.2191 -1.3630 -0.03 0.70 0.56
C -0.9388 0.3252 -2.5519 0.60 -0.24 -0.26
C -1.2803 -0.4537 -3.6663 -0.30 0.04 -0.50
C -1.5656 -1.7900 -3.4913 0.34 -0.90 0.55
C -1.4304 -2.4100 -2.2022 -0.05 0.65 0.32
H 1.8284 -4.1197 -7.2062 -0.18 -0.46 0.02
H -0.5744 -4.5244 -6.5373 0.51 0.05 0.24
H 0.6938 -6.2368 -2.8272 0.30 0.45 -0.45
H 3.1383 -5.9140 -3.5849 -0.47 -0.11 0.17
H -1.7177 -5.2346 -0.2917 -0.12 0.18 -0.13
H -1.2707 -3.7215 1.5432 0.24 0.29 -0.27
H -0.6783 1.3904 -2.6889 -0.19 -0.62 0.32
H -1.2858 0.0288 -4.6561 -0.20 -0.41 0.53
H -1.8329 -2.4816 -4.2911 0.10 0.54 -0.01
O 3.3527 3.6861 -0.4604 -1.07 -2.54 0.32
C 2.7318 2.5952 -0.2635 -0.24 3.82 -0.62
O 1.4458 2.4943 -0.2029 0.80 -0.61 0.07
C 3.5636 1.3943 0.0110 -0.15 -0.84 -0.28
C 4.9257 1.3617 -0.2827 -0.22 0.53 0.05
C 5.6612 0.3268 0.2346 -0.30 -1.55 -0.05
C 5.0279 -0.7203 0.9248 -1.01 1.04 -0.01
C 3.6247 -0.6443 1.0489 0.84 -1.29 0.23
N 2.9120 0.3502 0.5678 -0.12 1.27 0.09
H 5.4208 2.1253 -0.8923 -0.55 -0.08 0.48
H 6.6991 0.2497 -0.0220 0.48 0.03 0.21
H 5.5644 -1.5357 1.3726 0.17 -0.20 -0.03
H 3.0226 -1.4366 1.5253 0.59 0.24 -0.21
C 2.7293 2.6345 3.7057 0.31 0.36 -0.70
P 0.9863 1.9987 3.8531 0.63 -0.21 0.46
C 0.2564 3.2924 4.9745 -0.32 0.37 0.42
C 1.4190 0.7279 5.1353 -2.10 0.09 0.20
H 3.1947 2.8447 4.6883 -0.43 0.06 -0.41
H 2.7570 3.5299 3.0531 -0.04 -0.29 0.47
H 3.3959 1.9130 3.1961 -0.52 0.04 0.19
H 1.0743 3.8607 5.4654 -0.49 -0.42 -0.09
H -0.4288 2.8607 5.7567 0.78 0.24 -0.79
H -0.3422 4.0326 4.4152 0.27 -0.34 0.07
H 2.1707 1.1716 5.7360 0.74 0.22 0.83
H 1.7755 -0.1774 4.6975 0.36 -0.59 -0.43
H 0.5362 0.4557 5.7771 0.76 0.32 -0.64
C -3.0673 1.5689 2.0900 0.82 0.67 0.41
C -4.2744 2.4711 2.4192 -1.78 -0.41 -0.01
N -4.4933 3.5517 1.4101 0.59 -1.35 1.22
C -3.2792 4.3629 1.4545 0.06 0.18 -0.14
C -2.0401 3.5041 1.1554 1.46 -0.43 1.45
N -2.3711 2.0732 0.8890 -0.05 1.04 -0.39
C -3.3483 2.0921 -0.2288 1.00 -1.16 -0.92
C -4.5906 2.8575 0.1363 -1.89 1.22 -0.83
H -3.3712 0.5525 1.9121 -0.13 -0.47 -0.14
H -2.3248 1.5519 2.9166 -0.40 0.03 -0.37
H -4.2520 2.9452 3.3945 0.39 0.01 0.22
H -5.1887 1.8138 2.4396 0.65 0.75 -0.12
H -3.1624 4.8003 2.4443 -0.29 -0.03 0.15
H -3.3543 5.2120 0.7774 -0.14 -0.08 -0.29
H -1.3878 3.4756 2.0967 -0.55 0.18 -1.34
H -1.4509 3.9140 0.3304 0.02 -0.23 0.08
H -3.5764 1.0397 -0.4571 -0.02 0.24 0.02
H -2.9021 2.5030 -1.1638 0.12 -0.19 0.82
H -5.4755 2.1735 0.1785 0.59 0.64 0.00
H -4.8234 3.6704 -0.6001 0.17 -0.87 0.23
```
Positions in Å, forces in eV/Å.

Summary:
Energy relative to the best compared isomer or geometry (same formula, charge and spin)   0.0 kJ/mol
Frontier orbital gap (spin up / spin down)   0.233 / 0.217 Eh

# 8
ORCA calculation (wB97M-V/def2-TZVPD) on a 2-piece molecular cluster, C2H5O2S2 overall.

```
11
Properties=species:S:1:pos:R:3:forces:R:3
C 1.5629 -0.4861 -0.3694 1.24 -1.76 2.70
S 1.5147 -0.2043 -2.1418 -2.15 0.55 0.91
S -0.6132 0.4565 -1.8499 1.14 -0.40 -1.16
H 2.3987 -1.2726 0.0498 -1.58 2.32 -1.37
H 1.5544 0.4857 0.1768 0.71 -0.70 -0.35
H 0.6342 -0.9377 0.0255 0.29 -0.07 -0.69
H -0.5076 0.9261 -0.5993 0.19 0.02 0.18
O -1.5517 0.4504 1.8993 0.14 -0.21 -0.16
C -1.2999 -0.3469 2.8401 0.52 1.41 0.63
O -0.7545 -0.0556 3.9515 -0.80 -1.16 -1.38
H -1.6328 -1.3977 2.5838 0.31 0.01 0.67
```
Positions in Å, forces in eV/Å.

Summary:
Energy relative to the best compared isomer or geometry (same formula, charge and spin)   153.4 kJ/mol
Frontier orbital gap   0.248 Eh
Charge   -1

no.,maximum force (eV Å⁻¹)
1,2.69
2,5.66
3,4.54
4,1.77
5,1.92
6,4.80
7,3.88
8,3.46